Density functional theory data (ωB97M-V/def2-TZVPD) for a cluster of 5 separate species, C57H99Br2F4N5O6 in total at a distorted geometry.

```
173
Properties=species:S:1:pos:R:3:forces:R:3
C -0.8503 -4.6304 6.9675 1.2 0.2 0.5
C -1.1155 -4.3513 5.4280 0.3 1.3 0.3
C -0.8688 -5.5097 4.3630 1.5 1.4 -1.0
F -0.9704 -4.7455 3.1101 -0.3 -1.5 1.5
C -1.7266 -6.8443 4.4141 -1.1 -0.3 2.7
C -0.9781 -7.7414 5.5249 0.6 -0.4 0.2
C -0.0068 -8.8979 4.9765 0.2 0.1 1.5
O -0.3649 -10.1401 5.6599 0.3 1.0 -0.9
C 1.5191 -8.6283 5.4727 0.3 -1.6 -0.3
F 1.6035 -8.6501 6.9051 0.2 0.4 -3.8
F 2.0828 -7.4467 4.9419 -1.3 -2.4 1.6
F 2.3095 -9.7083 4.9404 -1.5 2.7 1.6
C -3.0831 -6.2679 5.1323 -2.2 0.2 1.7
O -3.4420 -6.3142 6.3301 2.0 0.1 -3.8
N -3.9646 -5.7023 4.0997 2.6 -1.9 0.9
C -3.5304 -6.4361 2.8340 -1.2 2.7 -0.8
C -2.3618 -7.5518 3.1142 -1.3 1.3 -1.0
C -1.5401 -7.8145 1.7689 0.1 0.3 -2.2
C -1.1636 -6.6175 0.8055 2.6 3.4 -2.3
C -2.0997 -5.8839 -0.1975 2.3 0.9 -0.1
C -1.6430 -4.7367 -1.1537 2.9 -1.1 2.0
C -0.1421 -4.2607 -1.1712 -1.5 -3.6 3.0
C 0.8118 -4.9891 -0.1961 -3.1 -0.9 -0.3
C 0.3402 -6.1440 0.7649 -1.3 2.0 -1.8
C 1.4953 -6.7758 1.6844 -1.1 -0.8 -1.3
C -3.2168 -8.9086 3.2224 -1.3 -0.1 0.6
Br -2.1512 -10.6131 2.9457 -0.1 0.9 -0.1
C -4.1009 -9.2007 4.5100 0.1 -1.6 1.4
C -4.4646 -10.7779 4.7605 -1.4 0.9 0.9
Br -5.9268 -8.3270 4.4749 1.1 -0.2 -0.3
H -1.2210 -5.6182 7.3905 0.1 1.5 -0.7
H 0.2975 -4.6228 7.1332 -1.8 -0.1 -0.2
H -1.2416 -3.7542 7.6075 0.4 -1.5 -1.1
H -2.1093 -3.7697 5.2959 1.3 -1.5 0.0
H -0.3311 -3.5432 5.1377 -1.3 -1.5 0.3
H 0.2467 -5.7988 4.4281 -1.7 0.4 -0.2
H -0.2846 -7.1295 6.2214 -1.5 -0.5 -1.2
H -1.7388 -8.2276 6.2486 1.2 0.8 -1.3
H 0.0554 -9.0069 3.8475 -0.2 0.1 1.4
H -1.3388 -10.2482 5.6684 0.9 0.3 -0.3
H -3.8750 -4.6744 4.0487 0.0 -0.9 0.0
H -3.2188 -5.5212 2.1957 0.1 -2.3 0.3
H -4.5354 -6.8224 2.4370 1.8 0.0 0.2
H -0.5825 -8.4430 1.8855 -1.6 1.0 0.2
H -2.2259 -8.4616 1.0905 1.1 0.9 1.3
H -3.2078 -6.1984 -0.2524 2.0 0.5 0.1
H -2.3582 -4.1894 -1.8653 1.0 -1.2 1.4
H 0.2560 -3.4360 -1.8446 -0.8 -1.2 1.0
H 1.9240 -4.6874 -0.2031 -2.0 -0.6 0.2
H 1.0279 -7.1744 2.6440 1.0 0.8 -1.1
H 1.8853 -7.6999 1.1039 -0.5 1.4 1.0
H 2.3859 -6.0802 1.8390 -1.5 -0.8 0.0
H -3.9448 -8.9017 2.3227 1.4 -0.1 1.5
H -3.6396 -8.8736 5.5191 -0.7 -0.1 -1.9
H -5.3742 -10.7384 5.4776 1.5 -0.1 -1.1
H -4.8417 -11.3002 3.8218 0.9 0.7 1.2
H -3.6524 -11.3339 5.3337 -0.9 0.7 -1.2
C -0.3980 2.1915 -0.4769 0.1 0.4 -0.1
C 0.1781 0.7687 -0.2300 -1.8 1.2 0.4
C 0.7707 0.6668 1.1971 0.4 -0.2 0.0
C 2.1501 1.2971 1.3598 0.0 0.1 0.0
C 3.1026 0.8197 0.2682 -0.3 -0.2 0.3
C 2.5375 1.0468 -1.1455 1.3 1.3 -0.8
N 1.1692 0.4604 -1.3055 1.0 -3.9 1.6
O 1.3025 -0.8916 -1.3738 -0.4 2.4 -0.5
C 2.5168 2.5626 -1.4464 -0.2 0.3 0.1
C 3.5355 0.4817 -2.1859 -0.4 -0.5 0.0
C -1.0694 -0.1551 -0.2688 0.5 -0.6 -0.3
H -0.2732 2.5009 -1.5191 0.1 -0.1 0.1
H -1.4721 2.2417 -0.2832 0.1 -0.2 0.1
H 0.0641 2.9478 0.1634 0.0 0.0 -0.1
H 0.8517 -0.3898 1.4811 -0.1 0.0 -0.2
H 0.0851 1.1239 1.9191 -0.1 0.0 -0.3
H 2.0739 2.3890 1.3546 0.0 0.0 -0.1
H 2.5581 1.0268 2.3400 -0.1 0.1 -0.1
H 4.0622 1.3340 0.3793 -0.1 0.0 -0.3
H 3.3129 -0.2463 0.4269 -0.1 0.1 -0.2
H 2.0806 2.7636 -2.4300 0.0 -0.1 0.1
H 3.5335 2.9674 -1.4546 0.0 -0.3 0.0
H 1.9732 3.1526 -0.7107 -0.1 -0.1 0.0
H 3.7512 -0.5792 -2.0368 -0.2 0.1 0.0
H 4.4961 1.0015 -2.1251 -0.2 0.1 0.1
H 3.1583 0.6127 -3.2051 0.0 0.0 0.1
H -1.5299 -0.1591 -1.2624 0.1 0.0 0.1
H -1.8249 0.1827 0.4470 0.3 0.3 -0.1
H -0.8334 -1.1877 0.0041 0.1 0.1 -0.2
C -6.9712 5.0595 2.3805 -0.2 0.3 -0.2
C -5.5343 4.4670 2.3294 -1.6 0.3 1.4
C -4.5116 5.4818 2.8976 0.4 0.0 -0.3
C -4.1264 6.6023 1.9371 -0.1 0.0 0.0
C -3.7382 6.0440 0.5717 0.2 0.0 0.4
C -4.8283 5.1360 -0.0233 -0.6 1.0 -1.6
N -5.2376 4.0518 0.9250 4.0 -1.4 0.9
O -4.2330 3.1353 0.9640 -2.1 1.2 -0.3
C -6.0472 5.9995 -0.4194 -0.3 0.1 0.2
C -4.3302 4.5669 -1.3745 0.2 -0.5 0.3
C -5.5841 3.2719 3.3193 0.5 -0.4 -0.6
H -7.5766 4.7194 1.5350 0.2 0.1 0.0
H -7.5152 4.7471 3.2747 0.3 0.0 0.0
H -6.9739 6.1527 2.3869 0.0 -0.1 -0.1
H -3.5924 4.9521 3.1766 -0.1 -0.1 -0.1
H -4.8994 5.9249 3.8216 -0.2 -0.3 -0.1
H -4.9463 7.3213 1.8408 0.0 0.0 0.0
H -3.2812 7.1614 2.3533 -0.1 0.0 0.0
H -3.5247 6.8748 -0.1079 -0.1 -0.2 -0.2
H -2.7956 5.4901 0.6739 -0.2 -0.1 -0.1
H -6.8605 5.3789 -0.8090 0.1 0.0 0.1
H -5.7762 6.7094 -1.2069 0.2 -0.2 0.1
H -6.4452 6.6032 0.3941 0.0 -0.1 0.0
H -3.3924 4.0130 -1.2831 -0.2 0.0 0.2
H -4.1426 5.3742 -2.0887 -0.1 0.1 0.3
H -5.0771 3.9023 -1.8209 0.1 0.0 0.1
H -6.2692 2.4933 2.9679 0.1 0.1 0.0
H -5.9287 3.5985 4.3052 0.0 0.3 -0.3
H -4.6016 2.8187 3.4765 -0.1 0.0 -0.2
C 9.2758 -2.2555 -4.0242 0.2 0.0 -0.3
C 7.7584 -1.9796 -3.8240 1.6 -1.0 1.1
C 6.9303 -3.2414 -4.1711 -0.4 0.1 -0.3
C 6.7306 -3.4806 -5.6641 0.1 0.0 0.0
C 6.2367 -2.2163 -6.3598 -0.2 -0.2 0.4
C 7.1496 -1.0054 -6.0955 0.7 0.4 -1.8
N 7.3790 -0.7820 -4.6331 -4.2 -0.1 1.1
O 6.2336 -0.2695 -4.1071 2.3 -0.3 -0.8
C 8.4934 -1.2130 -6.8301 0.3 -0.2 0.1
C 6.5460 0.2432 -6.7843 -0.3 0.2 0.6
C 7.6154 -1.7505 -2.2950 -0.6 0.6 -0.2
H 9.8046 -1.3624 -4.3704 -0.2 -0.1 0.0
H 9.7690 -2.5456 -3.0938 -0.3 0.0 0.0
H 9.4646 -3.0636 -4.7357 0.0 0.1 0.0
H 5.9376 -3.1611 -3.7112 0.1 0.2 0.0
H 7.3988 -4.1281 -3.7300 0.1 0.3 0.1
H 7.6597 -3.8348 -6.1217 0.0 0.1 0.0
H 5.9980 -4.2823 -5.8074 0.1 0.1 0.0
H 6.1603 -2.4050 -7.4350 0.1 0.2 0.0
H 5.2149 -2.0038 -6.0187 0.2 0.2 0.1
H 9.1844 -0.3881 -6.6293 -0.1 -0.1 0.0
H 8.3388 -1.2491 -7.9128 -0.2 0.1 0.2
H 8.9977 -2.1433 -6.5758 0.0 0.1 0.1
H 5.5288 0.4632 -6.4505 0.2 -0.1 0.2
H 6.4903 0.0989 -7.8674 0.2 -0.2 0.2
H 7.1633 1.1291 -6.6041 -0.1 -0.1 0.1
H 8.1537 -0.8519 -1.9759 -0.1 -0.1 -0.1
H 8.0219 -2.5986 -1.7357 0.1 0.0 -0.4
H 6.5718 -1.6541 -1.9830 0.1 0.2 -0.2
C 1.0363 9.4041 -1.8833 0.0 0.4 0.1
C -0.0247 8.5329 -2.6139 2.2 0.0 0.3
C -0.0627 8.8812 -4.1224 -0.5 0.0 -0.1
C -0.8214 10.1603 -4.4612 0.0 0.1 0.0
C -2.1944 10.1747 -3.7969 0.2 -0.3 -0.3
C -2.1139 9.9476 -2.2766 -0.6 1.7 0.7
N -1.3423 8.7119 -1.9322 -2.2 -2.6 -2.7
O -2.1200 7.6387 -2.2393 1.3 1.8 1.2
C -1.4765 11.1884 -1.6113 0.3 0.1 0.0
C -3.5480 9.9163 -1.6928 0.0 -0.7 -0.1
C 0.5292 7.0870 -2.4966 -0.8 -0.2 0.1
H 0.7251 9.6446 -0.8622 -0.1 0.0 -0.2
H 1.9950 8.8902 -1.7838 -0.2 -0.1 -0.2
H 1.2438 10.3401 -2.4084 -0.1 0.0 0.1
H -0.5354 8.0582 -4.6724 0.0 0.0 0.2
H 0.9578 8.9608 -4.5127 0.0 -0.1 0.3
H -0.2402 11.0390 -4.1645 0.0 0.0 0.0
H -0.9441 10.2314 -5.5474 0.1 0.0 0.1
H -2.6868 11.1281 -4.0116 0.0 0.0 0.3
H -2.8191 9.4021 -4.2643 0.1 0.0 0.2
H -1.3651 11.0438 -0.5320 0.0 -0.1 -0.1
H -2.1083 12.0701 -1.7559 -0.1 -0.2 -0.1
H -0.5030 11.4569 -2.0167 0.0 -0.1 0.0
H -4.1775 9.1495 -2.1516 0.2 0.0 0.1
H -4.0549 10.8713 -1.8599 0.3 0.0 -0.1
H -3.5294 9.7411 -0.6121 0.1 0.0 -0.1
H 0.5583 6.7561 -1.4530 -0.1 0.1 -0.1
H 1.5472 7.0279 -2.8932 -0.1 0.4 0.0
H -0.0611 6.3659 -3.0685 -0.1 0.2 0.2
```
Positions in Å, forces in eV/Å.

Summary:
LUMO (spin up / spin down) = 0.216 / -0.309 eV
spin multiplicity = 5
charge = 0
highest occupied orbital energy (spin up / spin down) = -8.195 / -8.194 eV
E_tot = -231389.9096 eV
frontier orbital gap (spin up / spin down) = 0.309 / 0.290 Ha
molecular weight = 1186.2 g/mol